C13H29N5O3 | ωB97M-V/def2-TZVPD

Last column: natural (NBO) charge in e.
Geometry (Å):
C -3.2276 1.3650 -4.9747  -0.4127
N -2.8017 0.9583 -3.6361  -0.6037
C -2.0581 1.7138 -2.8192  0.6682
O -1.6280 2.8124 -3.1556  -0.6300
C -1.7065 1.0943 -1.4576  -0.1272
N -0.7692 -0.0453 -1.5678  -0.6231
C 0.4237 -0.1304 -2.1609  0.6772
C 0.9841 1.0009 -2.9984  -0.7136
O 1.0810 -1.1472 -2.0139  -0.6383
C -1.2563 2.1193 -0.3862  -0.2188
C -2.3485 3.1581 -0.0937  -0.6123
C -0.9364 1.4312 0.9512  -0.6046
H -3.9796 0.6738 -5.3580  0.2089
H -3.6518 2.3712 -4.9406  0.2183
H -2.3687 1.3732 -5.6485  0.2050
H -3.0631 0.0392 -3.3162  0.3964
H -2.6418 0.6805 -1.0822  0.2089
H -1.0089 -0.8786 -1.0533  0.4141
H 2.0165 0.7684 -3.2548  0.2445
H 0.4054 1.0986 -3.9147  0.2351
H 0.9570 1.9343 -2.4428  0.2308
H -0.3611 2.6403 -0.7232  0.2137
H -2.5777 3.7353 -0.9890  0.2311
H -3.2559 2.6653 0.2560  0.1948
H -2.0015 3.8544 0.6701  0.2144
H -0.6533 2.1799 1.6919  0.2180
H -1.8063 0.8817 1.3120  0.1967
H -0.0972 0.7493 0.8285  0.2086
H 5.5407 -2.4894 2.7964  0.3431
N 4.6370 -2.5464 3.2569  -0.8031
C 3.7419 -1.8423 2.6839  0.5421
N 4.0507 -1.0706 1.5906  -0.3577
O 5.3646 -1.0500 1.0119  -0.5462
N 2.4999 -1.9199 3.2174  -0.6265
C 1.4546 -0.9110 3.0108  -0.2131
C 0.0889 -1.4869 3.4023  -0.3995
C -0.3257 -2.7309 2.5949  -0.3981
C -0.4808 -2.4487 1.0988  -0.6183
H 3.2567 -0.9578 0.9625  0.3753
H 5.9097 -0.3147 1.3544  0.4792
H 2.4875 -2.4708 4.0697  0.4148
H 1.6695 -0.0304 3.6259  0.1860
H 1.4329 -0.5849 1.9672  0.1857
H -0.6710 -0.7099 3.2766  0.2047
H 0.1132 -1.7520 4.4639  0.2034
H -1.2822 -3.0948 2.9831  0.2000
H 0.4093 -3.5301 2.7360  0.2122
H 0.4773 -2.1681 0.6518  0.2172
H -0.8421 -3.3458 0.5869  0.2180
H -1.2009 -1.6419 0.9357  0.1806

Computed properties:
Frontier orbital gap, eV: 8.62
HOMO energy, eV: -8.21
SMILES: CNC(=O)[C@@H](NC(C)=O)C(C)C.[H]/N=C(\NO)NCCCC
2S+1: 1

C13H29N5RuS2 | ωB97M-V/def2-TZVPD

Last column: natural (NBO) charge in e.
Geometry (Å):
Ru 0.0411 0.2139 -0.7040  0.9612
C 1.7913 2.1589 -2.1409  -0.4143
C 0.6420 3.0994 -1.8282  -0.2359
N -0.0912 2.6175 -0.6312  -0.5583
C -1.4646 3.1353 -0.4810  -0.2475
C -2.4762 2.1214 -0.9938  -0.2510
N -2.1416 0.7616 -0.5377  -0.5566
C -2.6729 0.2892 0.7524  -0.2392
C -2.2704 1.0318 2.0185  -0.4481
C -0.7906 1.3122 2.3104  -0.2375
N 0.2090 0.4665 1.6353  -0.5043
C 1.5812 0.8956 1.9711  -0.2484
C 2.6087 0.2697 1.0536  -0.2487
N 2.3054 0.5581 -0.3479  -0.5578
C 2.6761 1.8736 -0.9182  -0.2477
H 2.3770 2.5678 -2.9636  0.2864
H 1.3722 1.2059 -2.5091  0.1827
H -0.0386 3.1356 -2.6788  0.2354
H 1.0192 4.1113 -1.6561  0.2396
H 0.4532 2.8603 0.1893  0.4014
H -1.5897 4.0618 -1.0451  0.2587
H -1.6556 3.3623 0.5658  0.2250
H -2.4746 2.1183 -2.0840  0.2363
H -3.4762 2.4076 -0.6584  0.2545
H -2.5033 0.1101 -1.2323  0.4237
H -2.3846 -0.7602 0.8356  0.2162
H -3.7663 0.3263 0.7246  0.2505
H -2.6756 0.4151 2.8217  0.2640
H -2.7960 1.9851 2.0826  0.2473
H -0.6609 1.2171 3.3928  0.2537
H -0.5466 2.3488 2.0768  0.1981
H 0.0849 -0.4995 1.9332  0.4139
H 1.8297 0.6252 3.0004  0.2611
H 1.6272 1.9845 1.9107  0.2109
H 2.5955 -0.8139 1.1801  0.2294
H 3.6003 0.6309 1.3384  0.2580
H 2.7198 -0.1605 -0.9371  0.4255
H 3.7275 1.8878 -1.2090  0.2595
H 2.5516 2.6373 -0.1486  0.2067
S -0.0299 -2.1556 -0.8827  -0.1125
C 0.1476 -3.8349 -0.6349  0.0036
N -0.6758 -4.7304 -1.1038  -0.4814
C -0.3208 -6.1377 -0.8985  -0.2376
C 0.7723 -6.1750 0.1728  -0.5315
S 1.4575 -4.4883 0.2762  0.4456
H -1.4762 -4.4945 -1.6777  0.4511
H 0.0260 -6.5547 -1.8464  0.2501
H -1.1985 -6.7013 -0.5863  0.2627
H 1.5752 -6.8683 -0.0649  0.2839
H 0.3852 -6.4292 1.1579  0.2615

Computed properties:
Charge: +3
Energy relative to the best compared isomer or geometry (same formula, charge and spin), kcal/mol: 47.8
Frontier orbital gap (alpha / beta), eV: 6.70 / 6.33
HOMO energy (alpha / beta), eV: -18.38 / -18.33
2S+1: 2

Table of electronic energy (eV), in record order: -27543.639, -45627.140